A 13-piece molecular cluster, C45H57Cl36IN3OS overall in a non-equilibrium geometry. Source: OMol25; level of theory: ωB97M-V/def2-TZVPD.

Results
- Kohn-Sham gap (eV) = 7.53
- energy relative to the best compared isomer or geometry (same formula, charge and spin) (kJ/mol) = 0.00
- LUMO (hartree) = -0.1211
- largest force on an atom (eV/Å) = 1.73
- highest occupied orbital energy (eV) = -10.83
- total charge = +1

Each line ends with the Mulliken charge.
CARTESIAN COORDINATES (ANGSTROEM)
C1 6.85193 -0.51789 3.64015  -0.878
C2 6.47851 -1.96492 3.27401  -0.748
C3 4.97811 -2.22144 3.09985  -0.466
C4 4.45912 -1.87572 1.67719  0.196
C5 4.12840 -0.35705 1.54681  -0.785
C6 2.63645 -0.06714 1.47976  0.261
N1 2.05269 -0.28736 0.12171  1.856
N2 2.89859 -0.80026 -0.75393  -0.515
C7 2.36592 -1.01872 -1.93694  0.572
C8 3.32699 -1.63769 -2.92816  -0.841
C9 4.01672 -0.52531 -3.76970  -0.053
C10 5.22006 0.03554 -2.97995  -0.900
I1 5.02362 2.14123 -2.62059  -0.054
C11 1.04058 -0.72746 -2.33742  0.776
C12 0.58988 -1.04371 -3.73789  -0.936
C13 0.29973 -2.56072 -3.97542  0.294
C14 -0.01408 -3.37533 -2.72782  0.016
O1 0.51329 -4.44603 -2.58804  -0.569
N3 -0.95765 -2.84515 -1.77249  0.201
C15 -0.68648 -3.15952 -0.40916  0.677
C16 0.59891 -3.24770 0.13535  -0.113
C17 0.75124 -3.53514 1.48357  -0.744
C18 -0.33737 -3.70845 2.33108  -1.174
C19 -1.62233 -3.59758 1.80446  -0.184
C20 -1.77961 -3.34365 0.44124  -1.753
C21 0.18439 -0.15808 -1.37296  0.227
C22 -1.23223 0.18821 -1.73878  -1.209
S1 -1.39061 1.52215 -3.01400  -0.294
C23 -0.34372 2.92554 -2.53692  0.081
C24 -1.19368 4.02521 -1.84377  -0.954
C25 0.78272 0.01958 -0.09283  0.765
C26 -0.02760 0.55496 1.05989  -1.759
C27 0.14432 2.05359 1.29568  0.818
C28 1.10342 2.84397 0.67996  -0.087
C29 1.22298 4.20941 0.93839  -1.526
C30 0.33861 4.79008 1.84748  1.072
C31 0.49304 6.27393 2.15841  -1.599
C32 -0.65594 4.01541 2.44830  -0.710
C33 -0.75627 2.65306 2.18254  -1.258
H1 6.04947 -0.05408 4.22559  0.117
H2 7.75990 -0.44717 4.24196  0.410
H3 7.00191 0.11938 2.76284  0.244
H4 6.83506 -2.59309 4.09814  0.406
H5 7.06680 -2.27777 2.40492  0.343
H6 4.83069 -3.30187 3.20604  0.466
H7 4.40312 -1.67525 3.85501  -0.124
H8 5.31400 -2.05451 1.01989  0.042
H9 3.60277 -2.49363 1.40296  -0.107
H10 4.70318 0.13155 0.75832  0.181
H11 4.47531 0.11118 2.47310  0.004
H12 2.09264 -0.67802 2.20688  0.169
H13 2.47760 0.96654 1.80158  -0.347
H14 4.13352 -2.12820 -2.37867  -0.108
H15 2.87057 -2.41437 -3.53806  0.091
H16 4.40825 -1.03329 -4.65579  -0.449
H17 3.31152 0.24001 -4.09254  0.643
H18 5.34152 -0.43669 -2.00514  0.141
H19 6.12894 -0.19187 -3.52928  0.506
H20 -0.27791 -0.46260 -4.03240  0.415
H21 1.37688 -0.75650 -4.44207  0.154
H22 1.14398 -3.04746 -4.47057  -1.267
H23 -0.54585 -2.66210 -4.66689  0.936
H24 -1.87047 -3.21018 -2.03487  0.472
H25 1.44372 -3.11129 -0.53058  0.529
H26 1.74876 -3.63081 1.90067  0.560
H27 -0.22359 -3.92575 3.38537  0.458
H28 -2.50666 -3.69864 2.42033  0.709
H29 -2.77535 -3.23444 0.03926  0.883
H30 -1.74479 -0.64832 -2.20872  0.250
H31 -1.85464 0.50792 -0.90630  0.555
H32 0.54575 2.64051 -1.97706  -0.248
H33 0.00781 3.34275 -3.48409  0.707
H34 -2.19323 3.67133 -1.58957  0.277
H35 -1.33778 4.88295 -2.50473  0.357
H36 -0.67636 4.35748 -0.94571  0.085
H37 -1.08021 0.41388 0.81658  0.796
H38 0.12448 -0.01664 1.97965  0.601
H39 1.79172 2.36065 -0.01172  0.536
H40 2.01581 4.75447 0.44053  0.512
H41 1.55524 6.50638 2.04715  0.365
H42 0.25928 6.42908 3.21297  0.437
H43 -0.09181 6.90481 1.49100  0.284
H44 -1.32529 4.52191 3.13464  0.548
H45 -1.54447 2.09409 2.67388  0.733
C34 7.31438 -3.94798 -2.38957  -0.183
Cl1 8.81381 -3.25376 -1.78248  -0.124
Cl2 6.04038 -3.84558 -1.16933  -0.062
Cl3 6.81192 -3.14349 -3.88111  -0.030
H46 7.48689 -4.99290 -2.61202  0.386
C35 -6.10038 -0.51984 -1.81561  0.888
Cl4 -5.34997 0.87228 -1.03023  -0.088
Cl5 -6.88254 -0.05765 -3.31807  -0.109
Cl6 -4.91338 -1.79849 -2.09711  -0.126
H47 -6.85661 -0.91111 -1.14629  -0.643
C36 -7.99468 -2.01373 1.86128  -0.088
Cl7 -9.62226 -2.68580 1.91274  -0.116
Cl8 -6.99697 -2.86277 0.67165  0.019
Cl9 -8.03687 -0.28378 1.51433  -0.078
H48 -7.53904 -2.15146 2.83345  0.308
C37 -6.13481 2.65127 3.16120  -0.166
Cl10 -5.54250 1.80997 1.72587  0.085
Cl11 -7.24344 1.60863 4.05444  -0.107
Cl12 -4.81890 3.19930 4.19768  -0.088
H49 -6.68428 3.52214 2.82403  0.253
C38 3.28409 -2.93244 -7.35706  -0.086
Cl13 2.36020 -3.78076 -6.10791  -0.125
Cl14 2.63455 -1.31122 -7.60743  -0.114
Cl15 4.99274 -2.86083 -6.93098  -0.082
H50 3.18861 -3.48579 -8.28229  0.440
C39 1.49500 1.29004 5.68842  -0.149
Cl16 0.78710 1.78545 4.14205  0.145
Cl17 0.26094 0.73936 6.81557  -0.134
Cl18 2.71724 0.04630 5.40097  -0.110
H51 1.99270 2.14976 6.11965  0.332
C40 8.04051 2.06159 -5.57541  0.365
Cl19 7.46239 0.39628 -5.74197  -0.078
Cl20 9.72479 2.08423 -5.05982  -0.120
Cl21 7.83249 2.94310 -7.08629  -0.123
H52 7.44429 2.54725 -4.81284  -0.060
C41 5.40835 4.24280 3.13566  -0.012
Cl22 6.22743 3.91599 1.60735  -0.104
Cl23 4.48535 2.82995 3.66601  0.014
Cl24 6.55937 4.73343 4.37362  -0.118
H53 4.71270 5.05618 2.97602  0.212
C42 -4.66491 -6.65438 -0.01430  -0.063
Cl25 -5.89820 -5.84614 -0.98384  -0.096
Cl26 -3.83267 -7.89101 -0.95337  -0.124
Cl27 -3.50639 -5.47373 0.62675  -0.061
H54 -5.15991 -7.13531 0.81946  0.333
C43 -10.33073 -2.65589 -3.71098  -0.027
Cl28 -9.62351 -2.39059 -5.30598  -0.125
Cl29 -10.42359 -4.37923 -3.34755  -0.122
Cl30 -9.40407 -1.80583 -2.47287  -0.022
H55 -11.33569 -2.25509 -3.71481  0.307
C44 -6.37176 7.08265 5.36876  -0.009
Cl31 -7.18061 5.54417 5.05819  -0.069
Cl32 -4.99632 7.29114 4.28085  -0.113
Cl33 -7.50033 8.42596 5.21387  -0.118
H56 -5.99981 7.06722 6.38462  0.307
C45 -11.53413 2.23793 3.16258  -0.068
Cl34 -12.73581 2.97840 2.10466  -0.123
Cl35 -10.65885 0.95661 2.31246  -0.029
Cl36 -10.42636 3.46180 3.78785  -0.079
H57 -12.05236 1.79320 4.00190  0.306

C25H54BeBrCaCl2O6PS as an isolated structure in a non-equilibrium geometry. Source: OMol25; level of theory: ωB97M-V/def2-TZVPD.

Results
- Kohn-Sham gap (eV) = 1.40
- LUMO (hartree) = -0.1837
- largest force on an atom (eV/Å) = 6.54
- highest occupied orbital energy (eV) = -6.40

Each line ends with the Mulliken charge.
CARTESIAN COORDINATES (ANGSTROEM)
C1 1.37121 -1.60570 0.35912  -1.110
C2 2.34851 -1.18817 1.45643  0.485
C3 1.69285 -0.47963 2.73357  -0.779
C4 0.67233 0.63800 2.36347  -1.147
C5 1.10413 1.66239 1.28425  1.778
C6 2.48147 2.36587 1.50277  -1.052
C7 3.32610 2.29338 0.20491  -0.895
C8 3.11188 3.57745 -0.69154  -0.328
P1 2.80155 3.11516 -2.43348  0.049
C9 1.17791 3.63197 -3.05951  -0.641
C10 0.04917 3.48891 -2.00783  1.008
C11 -0.22558 4.82117 -1.28177  -0.666
C12 -1.72095 4.89299 -0.83429  -0.677
C13 -1.88089 4.33292 0.60372  -0.685
C14 -3.02963 3.28131 0.56806  0.687
C15 -3.77151 3.08224 1.90826  -1.182
C16 -5.30150 3.24658 1.74220  -0.864
C17 -5.85880 1.92537 1.08347  -0.314
C18 -6.18969 2.18468 -0.40291  -0.100
C19 -6.32710 0.89531 -1.26518  -1.148
C20 -5.44254 -0.27231 -0.84040  -0.685
O1 -4.07896 0.11652 -0.66595  -0.265
C21 -3.29477 -1.01481 -0.32096  -0.749
H1 0.38481 -1.14424 0.44253  0.092
H2 1.78485 -1.27441 -0.60097  0.327
H3 1.21941 -2.68951 0.34979  0.281
H4 3.16899 -0.48458 1.04345  -0.016
H5 2.90856 -2.13067 1.86684  0.293
H6 1.17800 -1.24424 3.31695  0.403
H7 2.48394 0.04669 3.37915  0.318
H8 -0.20245 0.09168 1.99043  0.143
H9 0.34699 1.14239 3.27962  0.513
H10 0.32267 2.42484 1.23947  -1.005
H11 1.12066 1.12280 0.32929  0.158
H12 2.25682 3.41501 1.72728  0.613
H13 3.03067 1.98106 2.37084  0.425
H14 4.39791 2.28472 0.43817  0.121
H15 3.12054 1.38521 -0.37023  0.501
H16 4.02234 4.17891 -0.65629  0.674
H17 2.26056 4.16348 -0.33944  -0.017
H18 2.96444 1.73864 -2.66477  0.177
H19 3.79147 3.74270 -3.21419  0.179
H20 1.25486 4.65261 -3.44621  0.458
H21 0.93830 2.97021 -3.91139  0.158
H22 0.25018 2.69879 -1.27284  -0.328
H23 -0.86923 3.15725 -2.59614  -0.052
H24 0.00315 5.66978 -1.93614  0.626
H25 0.36550 4.94691 -0.36525  0.152
H26 -2.28235 4.31961 -1.58526  -0.124
H27 -2.04276 5.93566 -0.90786  0.401
H28 -0.94141 3.91044 0.96871  0.138
H29 -2.23327 5.15232 1.24099  0.432
H30 -2.54678 2.32618 0.30502  -0.163
H31 -3.68308 3.57359 -0.25328  -0.079
H32 -3.36882 3.78665 2.65033  0.576
H33 -3.52610 2.07950 2.28418  0.345
H34 -5.68791 3.36676 2.76057  0.360
H35 -5.53681 4.11157 1.12727  0.320
H36 -6.77192 1.69592 1.64213  0.321
H37 -5.06341 1.19494 1.23424  0.243
H38 -5.50892 2.86916 -0.90946  0.430
H39 -7.23167 2.69221 -0.45579  -0.015
H40 -7.37407 0.59351 -1.37755  0.372
H41 -6.00707 1.16679 -2.28366  0.271
H42 -5.82345 -0.65747 0.12014  0.440
H43 -5.48744 -1.06456 -1.60373  0.481
H44 -3.89787 -1.90561 -0.12035  0.439
H45 -2.64748 -1.23719 -1.18285  0.274
H46 -2.65899 -0.81459 0.55086  0.120
C22 4.25998 -6.01722 -0.54649  -0.586
C23 3.37440 -7.03086 0.15623  -0.304
C24 2.65276 -6.17229 1.17771  -0.562
O2 2.53500 -4.85251 0.59977  -0.298
C25 3.36914 -4.78626 -0.56757  -0.236
H47 4.57947 -6.32819 -1.53842  0.362
H48 5.15267 -5.82620 0.05366  0.241
H49 2.65651 -7.44967 -0.55279  0.237
H50 3.92755 -7.85380 0.60535  0.122
H51 3.23150 -6.08385 2.10317  0.263
H52 1.66109 -6.55258 1.42415  0.289
H53 2.71428 -4.78260 -1.44674  0.270
H54 3.94338 -3.85205 -0.55479  0.176
Br1 -7.86913 4.57274 0.02024  -0.537
O3 6.82711 -10.90928 0.72953  -0.360
S1 5.75911 -10.20438 -0.20797  1.338
O4 6.23016 -8.86070 -0.51517  -0.637
O5 4.53467 -10.18376 0.58637  -0.666
O6 5.59510 -11.00124 -1.40488  -0.662
Ca1 4.33348 -0.59399 2.19570  0.416
Be1 -2.19587 2.74200 -3.39207  0.129
Cl1 8.56407 -10.89100 -0.19120  0.001
Cl2 -1.03396 1.98466 -5.34485  -0.492

C6H13Cl2 as an isolated structure in a non-equilibrium geometry. Source: OMol25; level of theory: ωB97M-V/def2-TZVPD.

Results
- Kohn-Sham gap (alpha / beta) (eV) = 11.18 / 7.79
- energy relative to the best compared isomer or geometry (same formula, charge and spin) (kJ/mol) = 15.06
- LUMO (alpha / beta) (hartree) = 0.0293 / -0.1064
- largest force on an atom (eV/Å) = 2.15
- highest occupied orbital energy (alpha / beta) (eV) = -10.38 / -10.68
- 2S+1 = 2

Each line ends with the Mulliken spin population.
CARTESIAN COORDINATES (ANGSTROEM)
Cl1 -1.04406 -2.21066 2.83339  0.822
Cl2 -1.87807 -0.02648 1.49977  0.161
C1 -1.43799 1.57212 -0.57179  0.004
C2 -0.71354 0.80581 0.49942  0.022
C3 0.40034 -0.17438 -0.01874  -0.012
C4 1.34971 -0.45405 1.17840  0.006
C5 1.19474 0.37872 -1.19006  -0.001
C6 -0.29757 -1.40269 -0.52938  0.008
H1 -1.97296 2.40703 -0.12855  0.000
H2 -0.83562 1.99775 -1.35000  0.005
H3 -2.12584 0.91347 -1.07589  -0.001
H4 -0.26623 1.44934 1.20805  0.000
H5 0.77723 -0.85409 2.01523  -0.010
H6 2.12186 -1.17974 0.82582  0.001
H7 1.88255 0.51064 1.37292  0.001
H8 0.58536 0.55475 -2.08050  0.000
H9 1.72998 1.26449 -0.92426  0.000
H10 1.93224 -0.33994 -1.51945  0.000
H11 -0.93478 -1.18520 -1.42128  0.000
H12 0.41574 -2.14011 -0.85025  0.001
H13 -0.88310 -1.88679 0.22715  -0.007